Formula: C35H55ClN4O3
Source: the Open Molecules 2025 dataset
Level of theory: wB97M-V/def2-TZVPD

Each line ends with the Löwdin charge.
CARTESIAN COORDINATES (ANGSTROEM)
C1 1.36 1.21 1.45  0.0705
C2 0.17 1.17 1.25  -0.1155
C3 -1.26 1.24 0.60  -0.0942
C4 -1.22 2.03 -0.78  -0.2811
C5 -1.72 1.23 -2.04  -0.1157
O1 -1.72 -0.21 -1.91  -0.2068
C6 -0.88 -0.85 -2.86  -0.6484
Cl1 -1.97 -1.34 -4.26  0.5715
C7 -0.32 -2.19 -2.17  -0.1724
C8 -0.09 -1.93 -0.63  -0.1704
C9 0.87 -2.99 0.07  -0.2044
O2 0.39 -3.37 1.38  -0.2335
C10 0.30 -2.24 2.25  -0.1195
O3 -1.95 3.27 -0.72  -0.1551
C11 -1.25 4.26 0.04  -0.2088
C12 -0.54 5.37 -0.83  -0.1611
C13 0.88 4.89 -1.38  -0.1980
C14 1.98 4.88 -0.21  -0.1917
C15 2.99 3.65 -0.39  -0.2094
C16 4.20 4.13 -1.30  -0.2031
C17 5.55 3.34 -1.06  -0.2173
C18 5.36 1.79 -0.75  -0.2535
C19 5.64 1.43 0.79  -0.1218
H1 2.40 0.99 1.79  0.0502
H2 -1.76 0.24 0.57  0.1106
H3 -1.87 1.88 1.31  0.1072
H4 -0.13 2.31 -0.96  0.1269
H5 -2.80 1.55 -2.23  0.1456
H6 -1.15 1.53 -2.98  0.1367
H7 0.00 -0.23 -3.19  0.1150
H8 -0.99 -3.07 -2.38  0.1091
H9 0.71 -2.38 -2.62  0.1172
H10 -1.09 -1.94 -0.12  0.1151
H11 0.38 -0.92 -0.50  0.1014
H12 1.02 -3.92 -0.56  0.1284
H13 1.91 -2.54 0.19  0.1239
H14 1.26 -1.64 2.27  0.0868
H15 0.15 -2.58 3.33  0.0965
H16 -0.56 -1.55 2.03  0.0766
H17 -0.48 3.85 0.75  0.1130
H18 -2.02 4.78 0.70  0.1327
H19 -0.31 6.23 -0.12  0.1178
H20 -1.18 5.80 -1.65  0.1148
H21 1.19 5.68 -2.13  0.1100
H22 0.83 3.91 -1.94  0.0943
H23 1.49 4.84 0.80  0.0994
H24 2.51 5.88 -0.30  0.1068
H25 2.42 2.88 -1.00  0.0894
H26 3.29 3.18 0.58  0.0909
H27 4.42 5.23 -1.14  0.1059
H28 3.95 4.00 -2.40  0.1167
H29 6.21 3.84 -0.28  0.1079
H30 6.14 3.41 -2.03  0.1022
H31 6.11 1.21 -1.35  0.0986
H32 4.34 1.41 -1.04  0.0813
H33 5.60 2.38 1.40  0.0699
H34 6.66 0.96 0.93  0.0720
H35 4.85 0.71 1.14  0.0493
C20 3.52 -0.19 -4.98  -0.1087
C21 3.39 -0.24 -3.57  -0.1264
C22 4.29 -1.17 -3.11  -0.1479
N1 4.95 -1.69 -4.19  0.0049
C23 4.49 -1.09 -5.33  -0.1375
H36 2.96 0.43 -5.66  0.0917
H37 2.71 0.34 -2.96  0.0794
H38 4.51 -1.51 -2.11  0.1058
H39 5.66 -2.40 -4.14  0.1454
H40 4.89 -1.36 -6.29  0.1067
C24 -6.09 2.44 0.58  -0.1030
C25 -4.74 2.52 1.02  -0.1040
C26 -4.70 2.01 2.29  -0.1476
N2 -5.97 1.63 2.63  -0.0023
C27 -6.82 1.88 1.59  -0.1416
H41 -6.47 2.75 -0.38  0.0920
H42 -3.90 2.90 0.47  0.0699
H43 -3.88 1.88 2.98  0.1004
H44 -6.24 1.22 3.52  0.1425
H45 -7.87 1.65 1.66  0.1057
C28 -3.93 -6.07 -0.36  -0.1138
C29 -3.00 -6.89 -1.05  -0.1175
C30 -1.75 -6.56 -0.59  -0.1456
N3 -1.89 -5.57 0.35  0.0152
C31 -3.22 -5.28 0.50  -0.1484
H46 -5.00 -6.07 -0.48  0.0891
H47 -3.22 -7.63 -1.80  0.0879
H48 -0.77 -6.93 -0.85  0.1029
H49 -1.14 -5.13 0.86  0.1193
H50 -3.54 -4.52 1.20  0.0975
C32 -2.66 -4.26 4.38  -0.1090
C33 -2.61 -4.98 5.61  -0.1061
C34 -2.75 -4.06 6.62  -0.1424
N4 -2.88 -2.82 6.05  -0.0014
C35 -2.83 -2.94 4.69  -0.1490
H51 -2.58 -4.68 3.39  0.0730
H52 -2.48 -6.04 5.73  0.0922
H53 -2.77 -4.19 7.69  0.1048
H54 -3.00 -1.96 6.56  0.1424
H55 -2.93 -2.07 4.06  0.1027

Calculated values
Orbital gap in eV: 8.39
ΔE to the lowest compared entry with this formula, charge and spin in eV: 1.910
SMILES: C#CC[C@@H](CO[C@H](Cl)CCCOC)OCCCCCCCCC.c1cc[nH]c1.c1cc[nH]c1.c1cc[nH]c1.c1cc[nH]c1
Spin multiplicity: 1
Total energy in Ha: -2271.33672

Formula: C35H55IN2O2PPd
Source: the Open Molecules 2025 dataset
Level of theory: wB97M-V/def2-TZVPD

Each line ends with the Löwdin charge.
CARTESIAN COORDINATES (ANGSTROEM)
Pd1 -0.40 -0.23 0.64  0.8688
C1 -1.76 6.73 0.70  0.0196
C2 -0.89 5.53 0.72  -0.1324
C3 0.37 5.57 1.35  0.0842
C4 1.17 4.46 1.45  -0.0925
C5 2.50 4.50 2.09  0.0313
C6 0.75 3.16 0.83  -0.1540
C7 -0.59 3.13 0.09  -0.1732
C8 -1.34 4.34 0.08  0.1322
N1 -0.98 1.99 -0.40  0.1650
C9 -2.06 1.83 -1.42  -0.5752
C10 -1.79 0.48 -2.08  -0.0370
C11 -2.03 2.92 -2.50  -0.0116
C12 -3.42 1.78 -0.71  -0.0009
H1 -1.42 7.50 1.38  0.1077
H2 -2.80 6.46 0.91  0.1176
H3 -1.76 7.15 -0.32  0.1347
H4 0.70 6.50 1.79  0.1560
H5 2.57 5.28 2.85  0.1180
H6 3.24 4.73 1.32  0.1409
H7 2.78 3.53 2.52  0.1084
H8 1.53 2.86 0.13  0.1909
H9 -2.33 4.35 -0.36  0.1154
H10 -0.93 0.52 -2.74  0.1002
H11 -2.66 0.16 -2.65  0.1162
H12 -1.62 -0.30 -1.32  0.0218
H13 -1.01 3.15 -2.80  0.1062
H14 -2.54 3.83 -2.22  0.0810
H15 -2.55 2.54 -3.38  0.1099
H16 -3.51 0.88 -0.09  0.0612
H17 -4.20 1.73 -1.47  0.1149
H18 -3.61 2.65 -0.08  0.0841
I1 2.74 -2.56 -3.89  1.0240
C13 2.48 -2.34 -1.86  -0.7205
C14 3.40 -2.83 -0.94  -0.0764
C15 3.17 -2.65 0.42  -0.0067
C16 2.03 -1.99 0.82  -0.1316
N2 1.14 -1.52 -0.07  -0.0706
C17 1.36 -1.68 -1.38  -0.1975
H19 4.29 -3.34 -1.28  0.1218
H20 3.87 -3.01 1.15  0.1314
H21 1.81 -1.81 1.86  0.1048
H22 0.60 -1.30 -2.06  0.0831
O1 1.22 1.04 1.40  -0.0848
O2 0.69 2.15 1.86  -0.0674
C18 -0.47 -4.68 5.16  -0.1715
C19 0.11 -3.27 5.32  -0.1739
C20 -0.65 -2.24 4.46  -0.1830
C21 -1.23 -2.90 3.19  -0.4057
C22 -0.27 -4.00 2.71  -0.1943
C23 -0.36 -5.17 3.70  -0.1619
P1 -1.79 -1.72 1.94  1.1014
C24 -2.81 -2.54 0.66  -0.4005
C25 -3.84 -3.55 1.26  -0.1694
C26 -3.49 -4.99 0.91  -0.1742
C27 -3.45 -5.21 -0.61  -0.1614
C28 -2.91 -3.98 -1.37  -0.1698
C29 -1.98 -3.18 -0.47  -0.2228
C30 -2.82 -0.40 2.67  -0.4411
C31 -4.07 -0.92 3.43  -0.1650
C32 -4.70 0.22 4.24  -0.1630
C33 -4.47 1.58 3.58  -0.1789
C34 -2.96 1.92 3.54  -0.1753
C35 -2.09 0.65 3.52  -0.2074
H23 -1.52 -4.68 5.48  0.1197
H24 0.04 -5.37 5.82  0.1213
H25 1.16 -3.28 5.05  0.1173
H26 0.06 -2.96 6.36  0.1220
H27 0.03 -1.42 4.19  0.1075
H28 -1.46 -1.80 5.04  0.1066
H29 -2.18 -3.39 3.44  0.1177
H30 0.74 -3.60 2.71  0.0954
H31 -0.49 -4.35 1.70  0.0879
H32 0.51 -5.81 3.58  0.1222
H33 -1.23 -5.79 3.45  0.1122
H34 -3.36 -1.70 0.22  0.1059
H35 -4.82 -3.30 0.85  0.1326
H36 -3.95 -3.43 2.34  0.0873
H37 -4.23 -5.65 1.36  0.1276
H38 -2.53 -5.26 1.36  0.0961
H39 -4.45 -5.45 -0.97  0.1201
H40 -2.83 -6.08 -0.83  0.1196
H41 -3.73 -3.34 -1.69  0.1199
H42 -2.39 -4.30 -2.27  0.1194
H43 -1.45 -2.41 -1.04  0.0638
H44 -1.20 -3.84 -0.07  0.1010
H45 -3.17 0.12 1.77  0.0747
H46 -3.79 -1.74 4.09  0.1128
H47 -4.79 -1.32 2.71  0.1138
H48 -4.28 0.24 5.25  0.1244
H49 -5.77 0.03 4.35  0.1256
H50 -5.01 2.35 4.11  0.1211
H51 -4.88 1.55 2.56  0.1098
H52 -2.69 2.51 4.42  0.1200
H53 -2.74 2.53 2.66  0.0903
H54 -1.96 0.27 4.53  0.1107
H55 -1.09 0.87 3.15  0.0723

Calculated values
Orbital gap (spin up / spin down) in eV: 5.61 / 3.91
ΔE to the lowest compared entry with this formula, charge and spin in eV: 1.485
Expectation value of S²: 6.0669
Net charge: +3
Spin multiplicity: 5
Total energy in Ha: -2392.40897

Formula: C35H55MgN4OP2
Source: the Open Molecules 2025 dataset
Level of theory: wB97M-V/def2-TZVPD

Each line ends with the Löwdin charge.
CARTESIAN COORDINATES (ANGSTROEM)
C1 2.13 -1.43 -0.86  -0.3242
C2 1.11 0.43 -1.82  -0.2957
C3 3.08 -1.47 -1.88  -0.0166
C4 1.95 0.36 -2.94  -0.0140
C5 2.96 -0.60 -2.96  -0.0214
H1 3.86 -2.24 -1.83  0.1246
H2 1.81 1.07 -3.75  0.1209
H3 3.64 -0.66 -3.81  0.1202
N1 1.25 -0.42 -0.76  0.0618
P1 0.37 -2.66 0.87  1.0739
P2 -0.26 2.37 -0.17  1.1359
C6 2.04 -2.57 0.17  -0.2621
H4 2.30 -3.53 -0.32  0.0947
H5 2.79 -2.40 0.96  0.0945
C7 -2.08 -0.62 2.38  0.0438
O1 -3.03 -0.64 3.04  0.1443
C8 -0.07 1.38 -1.79  -0.2819
H6 -0.02 2.10 -2.61  0.0789
C9 -1.87 3.34 -0.29  -0.6722
C10 1.22 3.53 0.00  -0.6545
C11 -0.58 -3.68 -0.40  -0.6579
C12 0.50 -3.55 2.52  -0.6781
C13 -2.96 2.46 0.34  -0.1079
H7 -2.74 2.27 1.41  0.0652
H8 -3.92 3.00 0.28  0.0972
H9 -3.08 1.50 -0.16  0.0442
C14 -1.82 4.65 0.51  -0.0876
H10 -1.60 4.46 1.57  0.0807
H11 -1.11 5.38 0.10  0.0695
H12 -2.82 5.09 0.46  0.0955
C15 -2.23 3.64 -1.75  -0.0768
H13 -3.15 4.24 -1.75  0.1017
H14 -1.45 4.23 -2.26  0.0794
H15 -2.44 2.72 -2.31  0.0506
C16 1.17 4.12 1.44  -0.0912
H16 0.64 3.46 2.15  0.0456
H17 2.20 4.22 1.81  0.0860
H18 0.71 5.11 1.46  0.0729
C17 2.52 2.72 -0.13  -0.0889
H19 2.52 1.86 0.56  0.0467
H20 2.71 2.36 -1.15  0.0786
H21 3.36 3.37 0.15  0.0971
C18 1.20 4.65 -1.07  -0.0699
H22 0.57 4.44 -1.95  0.0631
H23 0.89 5.61 -0.63  0.0758
H24 2.23 4.79 -1.42  0.0858
C19 -0.93 -3.81 3.00  -0.0850
H25 -0.88 -4.21 4.03  0.1012
H26 -1.52 -2.88 3.03  0.0389
H27 -1.46 -4.55 2.39  0.0769
C20 1.20 -2.63 3.53  -0.0953
H28 2.26 -2.47 3.27  0.0812
H29 0.71 -1.65 3.61  0.0558
H30 1.17 -3.11 4.52  0.0991
C21 1.29 -4.87 2.44  -0.0815
H31 2.18 -4.80 1.81  0.0809
H32 1.63 -5.12 3.46  0.0924
H33 0.68 -5.71 2.11  0.0693
C22 -0.16 -3.30 -1.83  -0.0876
H34 0.89 -3.53 -2.05  0.0842
H35 -0.77 -3.89 -2.53  0.1041
H36 -0.34 -2.25 -2.03  0.0482
C23 -2.07 -3.33 -0.23  -0.0931
H37 -2.33 -2.42 -0.80  0.0491
H38 -2.67 -4.17 -0.60  0.0980
H39 -2.35 -3.14 0.82  0.0527
C24 -0.32 -5.18 -0.23  -0.0870
H40 0.75 -5.43 -0.28  0.0847
H41 -0.76 -5.58 0.69  0.0649
H42 -0.82 -5.70 -1.07  0.0953
Mg1 -0.40 -0.20 0.73  0.3482
N2 -1.74 -0.21 -0.94  0.0267
C25 -1.42 0.39 -1.96  -0.3775
C26 -2.07 0.31 -3.41  -0.5314
C27 -1.54 1.35 -4.39  -0.0704
C28 -1.73 -1.05 -4.02  -0.0648
C29 -3.60 0.42 -3.30  -0.0367
H43 -1.75 2.37 -4.04  0.0665
H44 -0.46 1.24 -4.55  0.0733
H45 -2.06 1.21 -5.35  0.0992
H46 -2.08 -1.85 -3.36  0.0705
H47 -2.24 -1.16 -4.99  0.0989
H48 -0.65 -1.16 -4.19  0.0844
H49 -4.01 1.13 -4.04  0.0875
H50 -4.06 -0.56 -3.47  0.0832
H51 -3.90 0.76 -2.30  0.0661
N3 5.44 0.24 3.90  0.1837
C30 4.30 0.48 3.78  -0.1516
C31 2.89 0.79 3.68  -0.1886
C32 2.22 1.43 4.73  0.0228
C33 0.86 1.69 4.61  -0.0121
C34 0.21 1.27 3.45  -0.1428
N4 0.84 0.62 2.45  0.0004
C35 2.18 0.44 2.53  -0.0949
H52 2.77 1.70 5.63  0.1380
H53 0.29 2.19 5.39  0.1247
H54 -0.86 1.43 3.33  0.1004
H55 2.70 0.00 1.68  0.1205

Calculated values
Orbital gap in eV: 6.38
ΔE to the lowest compared entry with this formula, charge and spin in eV: 0.000
Net charge: +1
Spin multiplicity: 1
Total energy in Ha: -2543.58203

Formula: C35H55N4OP2Pd
Source: the Open Molecules 2025 dataset
Level of theory: wB97M-V/def2-TZVPD

Each line ends with the Löwdin charge.
CARTESIAN COORDINATES (ANGSTROEM)
C1 -2.09 -0.46 -2.15  -0.2938
C2 0.15 -1.07 -2.41  -0.3166
C3 -2.39 -0.89 -3.45  0.0404
C4 -0.05 -1.42 -3.74  0.0223
C5 -1.35 -1.35 -4.26  0.0294
H1 -3.41 -0.82 -3.80  0.1422
H2 0.80 -1.74 -4.34  0.1392
H3 -1.54 -1.66 -5.28  0.1416
N1 -0.87 -0.66 -1.66  0.0731
P1 -2.27 1.31 0.02  1.1567
P2 1.46 -1.75 0.01  1.2334
C6 -3.09 0.29 -1.28  -0.2147
H4 -3.75 0.92 -1.91  0.1137
H5 -3.75 -0.44 -0.77  0.1114
C7 1.51 -1.04 -1.74  -0.2240
H6 2.26 -1.54 -2.35  0.1091
C8 3.18 -1.45 0.76  -0.6273
C9 1.23 -3.62 -0.24  -0.6265
C10 -1.86 2.93 -0.87  -0.6499
C11 -3.59 1.67 1.33  -0.6447
C12 3.10 -0.19 1.64  -0.0929
H7 2.30 -0.28 2.39  0.0493
H8 4.07 -0.06 2.14  0.1158
H9 2.89 0.70 1.04  0.0495
C13 3.64 -2.61 1.66  -0.0611
H10 2.94 -2.79 2.49  0.0873
H11 3.82 -3.54 1.11  0.0730
H12 4.61 -2.31 2.11  0.1188
C14 4.22 -1.24 -0.34  -0.0483
H13 5.20 -1.04 0.13  0.1286
H14 4.35 -2.11 -0.99  0.0903
H15 3.98 -0.36 -0.96  0.0478
C15 1.03 -4.28 1.14  -0.0669
H16 0.47 -3.63 1.83  0.0528
H17 0.43 -5.20 1.01  0.1114
H18 1.98 -4.57 1.61  0.0812
C16 -0.03 -3.90 -1.07  -0.0745
H19 -0.93 -3.48 -0.60  0.0750
H20 0.04 -3.51 -2.10  0.0771
H21 -0.16 -4.99 -1.13  0.1154
C17 2.45 -4.22 -0.99  -0.0387
H22 2.98 -3.51 -1.63  0.0693
H23 3.17 -4.68 -0.30  0.0920
H24 2.09 -5.02 -1.65  0.1128
C18 -3.13 2.84 2.21  -0.0685
H25 -3.91 3.02 2.98  0.1201
H26 -2.20 2.60 2.74  0.0594
H27 -2.99 3.78 1.67  0.0689
C19 -3.75 0.44 2.25  -0.0862
H28 -4.13 -0.43 1.71  0.0917
H29 -2.80 0.19 2.75  0.0520
H30 -4.49 0.70 3.03  0.1158
C20 -4.96 1.95 0.68  -0.0484
H31 -5.19 1.25 -0.14  0.0820
H32 -5.74 1.81 1.45  0.1161
H33 -5.06 2.97 0.31  0.0818
C21 -1.33 2.61 -2.27  -0.0895
H34 -2.08 2.16 -2.93  0.0945
H35 -0.98 3.55 -2.74  0.1169
H36 -0.47 1.93 -2.21  0.0341
C22 -0.74 3.62 -0.08  -0.0841
H37 0.21 3.08 -0.20  0.0416
H38 -0.61 4.65 -0.46  0.1164
H39 -0.95 3.68 1.00  0.0683
C23 -3.08 3.86 -1.04  -0.0534
H40 -3.90 3.36 -1.57  0.0944
H41 -3.44 4.28 -0.10  0.0769
H42 -2.75 4.71 -1.67  0.1181
Pd1 -0.23 0.12 0.49  0.7704
C24 -1.16 -1.32 1.22  -0.2745
O1 -1.82 -2.19 1.60  0.1720
N2 1.25 1.17 -0.58  0.1278
C25 1.82 0.59 -1.52  -0.2621
C26 2.77 1.33 -2.57  -0.5149
C27 3.48 0.37 -3.51  -0.0384
C28 1.89 2.24 -3.42  -0.0395
C29 3.78 2.19 -1.78  -0.0101
H43 4.17 -0.30 -2.98  0.0849
H44 2.77 -0.22 -4.10  0.0847
H45 4.09 0.96 -4.21  0.1205
H46 1.38 2.97 -2.79  0.0776
H47 2.51 2.79 -4.14  0.1197
H48 1.15 1.65 -3.99  0.0950
H49 4.80 2.01 -2.13  0.1079
H50 3.55 3.25 -1.93  0.1007
H51 3.73 1.99 -0.71  0.0730
N3 -3.12 -0.53 7.56  0.2253
C30 -2.32 -0.42 6.71  -0.1302
C31 -1.36 -0.28 5.65  -0.1877
C32 -1.07 0.97 5.10  0.0197
C33 -0.33 1.03 3.92  -0.1286
N4 0.11 -0.07 3.30  -0.0014
C34 0.00 -1.24 3.92  -0.1404
C35 -0.72 -1.40 5.10  0.0392
H52 -1.44 1.89 5.57  0.1429
H53 -0.08 2.00 3.47  0.1200
H54 0.48 -2.11 3.45  0.1032
H55 -0.83 -2.40 5.54  0.1442

Calculated values
Orbital gap (spin up / spin down) in eV: 7.72 / 4.59
ΔE to the lowest compared entry with this formula, charge and spin in eV: 0.673
Expectation value of S²: 6.0231
Net charge: +3
Spin multiplicity: 5
Total energy in Ha: -2470.39213